[1]
The following is a DFT calculation (ωB97M-V with the def2-TZVPD basis set) of 10 unconnected molecules or ions with the total composition C43H84BrN11O9S.

The net charge is +2. The HOMO energy comes out at -11.094 eV. The calculated total energy comes out at -5939.8289 hartree. For the frontier orbital gap, the calculation gives 3.19 eV. The energy above the lowest of the compared OMol25 structures with the same formula, charge and spin is 484.5 kJ/mol.

Geometry as XYZ:
```
149
Properties=species:S:1:pos:R:3:lowdin_charge:R:1
S 0.889 9.065 1.469 0.6833
C 0.634 9.680 -0.291 -0.5225
C -0.803 10.376 -0.436 -0.2093
C -2.019 9.371 -0.757 -0.1244
N -1.623 7.938 -0.919 -0.0876
C -1.233 7.404 -2.219 0.0471
C -0.848 5.928 -2.469 0.0629
C -0.910 4.955 -1.232 -0.0798
C -0.513 3.438 -1.479 -0.0860
C -0.094 2.616 -0.199 0.0749
C 0.341 1.151 -0.411 0.0618
N 0.353 0.594 -1.744 -0.0881
C 0.825 -0.822 -1.882 -0.1408
C 2.414 -0.906 -1.640 -0.2154
C 3.217 0.424 -2.029 -0.5611
Br 3.442 0.656 -4.017 0.6032
C -0.051 1.274 -2.939 0.0272
C -0.521 2.773 -2.876 0.0681
C -1.318 5.538 0.144 0.0618
C -1.671 7.050 0.233 0.0491
H 1.808 8.037 1.325 -0.1161
H 0.881 8.899 -1.084 0.0745
H 1.415 10.524 -0.424 0.0912
H -1.018 10.898 0.571 0.1186
H -0.737 11.202 -1.219 0.1254
H -2.748 9.416 0.125 0.1465
H -2.514 9.682 -1.754 0.1509
H -1.196 8.102 -3.135 0.1582
H -0.563 5.565 -3.520 0.1202
H -0.119 3.104 0.832 0.1020
H 0.672 0.496 0.485 0.1134
H 0.316 -1.511 -1.120 0.1518
H 0.598 -1.259 -2.926 0.1509
H 2.694 -1.186 -0.569 0.1280
H 2.813 -1.741 -2.333 0.1331
H 4.291 0.298 -1.625 0.0878
H 2.817 1.382 -1.549 0.0611
H -0.054 0.792 -3.980 0.1476
H -0.847 3.313 -3.838 0.1224
H -1.389 4.898 1.084 0.1139
H -1.980 7.439 1.269 0.1511
C 6.038 -2.594 -8.333 -0.0080
C 5.063 -2.084 -7.307 -0.5540
O 4.660 -2.784 -6.386 0.0103
N 4.624 -0.800 -7.422 -0.0057
C 4.974 0.183 -8.427 -0.0748
H 6.291 -3.630 -8.106 0.0869
H 5.590 -2.558 -9.328 0.0889
H 6.954 -2.001 -8.308 0.0874
H 3.973 -0.536 -6.696 0.0766
H 5.413 1.046 -7.921 0.0825
H 4.059 0.494 -8.935 0.0660
H 5.679 -0.206 -9.159 0.0829
C 1.186 0.319 4.615 0.0138
C 0.537 0.638 3.299 -0.5046
O 0.966 0.191 2.234 -0.0146
N -0.558 1.445 3.304 0.0076
C -1.210 2.064 4.440 -0.0574
H 2.044 -0.333 4.447 0.0982
H 1.539 1.237 5.091 0.0981
H 0.480 -0.200 5.266 0.0859
H -0.938 1.611 2.384 0.1122
H -2.246 1.721 4.469 0.0925
H -1.197 3.146 4.294 0.0823
H -0.721 1.819 5.380 0.0871
C -4.043 -2.921 -3.604 0.0130
C -3.038 -2.359 -2.637 -0.5267
O -2.491 -3.050 -1.790 0.0286
N -2.737 -1.031 -2.721 -0.0004
C -3.262 -0.044 -3.640 -0.0756
H -4.174 -3.986 -3.410 0.0802
H -5.008 -2.427 -3.474 0.0951
H -3.689 -2.799 -4.630 0.0942
H -2.056 -0.733 -2.038 0.1039
H -2.425 0.377 -4.201 0.0572
H -3.736 0.748 -3.053 0.0860
H -3.988 -0.464 -4.333 0.0864
C -0.114 -3.250 4.895 -0.0158
C 0.040 -3.139 6.387 -0.5597
O 1.068 -2.720 6.904 0.0199
N -1.007 -3.520 7.169 0.0029
C -2.296 -4.036 6.756 -0.0664
H 0.802 -2.909 4.411 0.0787
H -0.289 -4.289 4.610 0.0917
H -0.939 -2.619 4.555 0.0798
H -0.825 -3.415 8.158 0.1331
H -3.071 -3.370 7.142 0.0863
H -2.425 -5.027 7.198 0.0840
H -2.384 -4.108 5.674 0.0772
C -0.416 -8.009 11.522 -0.0104
C -0.933 -7.339 10.279 -0.5522
O -1.819 -7.832 9.594 0.0262
N -0.387 -6.144 9.919 -0.0025
C 0.660 -5.398 10.585 -0.0774
H -0.949 -8.948 11.675 0.0870
H 0.649 -8.229 11.416 0.0866
H -0.585 -7.370 12.392 0.0865
H -0.787 -5.760 9.075 0.1115
H 0.263 -4.416 10.853 0.0802
H 1.487 -5.268 9.884 0.0851
H 1.019 -5.900 11.480 0.0769
C 4.124 4.353 -10.555 -0.0107
C 3.393 3.093 -10.932 -0.5466
O 3.941 1.999 -10.934 0.0220
N 2.080 3.194 -11.279 0.0007
C 1.256 4.382 -11.339 -0.0805
H 5.157 4.110 -10.306 0.0863
H 4.127 5.052 -11.395 0.0888
H 3.657 4.813 -9.681 0.0806
H 1.660 2.307 -11.518 0.1423
H 0.412 4.249 -10.659 0.0784
H 0.879 4.486 -12.359 0.0876
H 1.806 5.280 -11.063 0.0742
C -3.648 -8.696 -0.345 -0.0147
C -4.161 -8.057 -1.606 -0.5475
O -5.045 -8.566 -2.282 0.0238
N -3.611 -6.871 -1.993 -0.0006
C -2.567 -6.110 -1.341 -0.0860
H -4.182 -9.630 -0.171 0.0757
H -2.584 -8.919 -0.443 0.0596
H -3.821 -8.035 0.508 0.0892
H -4.008 -6.507 -2.847 0.1256
H -2.963 -5.125 -1.099 0.0514
H -1.737 -5.999 -2.043 0.0838
H -2.211 -6.592 -0.432 0.0799
C -2.371 -12.098 1.149 0.0011
C -1.087 -11.324 1.020 -0.5355
O -1.050 -10.199 0.536 0.0092
N 0.060 -11.910 1.459 0.0021
C 0.227 -13.219 2.055 -0.0750
H -3.194 -11.500 0.757 0.0669
H -2.312 -13.024 0.574 0.0911
H -2.574 -12.316 2.200 0.0900
H 0.877 -11.330 1.338 0.1399
H 0.661 -13.089 3.049 0.0844
H 0.921 -13.791 1.435 0.0852
H -0.714 -13.758 2.138 0.0764
C -0.392 12.549 6.455 -0.0072
C -0.449 11.437 5.443 -0.5527
O -1.215 10.488 5.560 0.0174
N 0.386 11.503 4.369 -0.0071
C 1.356 12.528 4.046 -0.0766
H -1.115 12.352 7.248 0.0886
H 0.603 12.602 6.900 0.0891
H -0.649 13.500 5.983 0.0882
H 0.285 10.721 3.739 0.0701
H 1.098 12.950 3.072 0.0790
H 2.341 12.058 3.982 0.0840
H 1.381 13.321 4.790 0.0799
```

=====

[2]
The following is a DFT calculation (ωB97M-V with the def2-TZVPD basis set) of 9 unconnected molecules or ions with the total composition C43H84F3N4O21S.

The net charge is -1. The HOMO energy comes out at -6.668 eV. The calculated total energy comes out at -4185.6980 hartree. For the frontier orbital gap, the calculation gives 8.70 eV.

Geometry as XYZ:
```
156
Properties=species:S:1:pos:R:3:lowdin_charge:R:1
C 0.756 0.337 0.767 -0.6261
F 0.399 1.064 1.835 0.1107
F 1.148 1.120 -0.244 0.1293
F 1.784 -0.441 1.126 0.1176
S -0.703 -0.730 0.315 0.4771
O -0.308 -1.478 -0.857 -0.3016
O -0.836 -1.450 1.566 -0.3026
O -1.767 0.227 0.072 -0.3117
C 3.853 -0.016 -1.156 -0.1187
C 3.529 1.051 -2.210 -0.1059
O 4.623 0.988 -3.124 0.0677
C 5.617 0.251 -2.577 -0.5806
O 6.704 0.143 -3.034 0.1578
O 5.236 -0.289 -1.407 0.0438
H 3.231 -0.898 -1.281 0.1098
H 3.747 0.392 -0.154 0.1069
H 3.532 2.031 -1.732 0.1307
H 2.593 0.823 -2.710 0.1089
C -0.784 2.987 -2.055 -0.0984
C -1.253 1.597 -2.540 -0.1211
O -1.566 1.853 -3.909 0.0542
C -0.869 2.940 -4.325 -0.5832
O -0.783 3.296 -5.449 0.1617
O -0.316 3.571 -3.271 0.0627
H 0.013 2.886 -1.329 0.1054
H -1.623 3.546 -1.643 0.1227
H -2.165 1.400 -1.983 0.1107
H -0.568 0.762 -2.407 0.1009
C -4.129 1.365 1.794 -0.1276
C -3.987 0.230 2.806 -0.0730
O -5.038 0.557 3.742 0.0659
C -5.524 1.792 3.523 -0.5825
O -6.357 2.316 4.188 0.1571
O -4.941 2.343 2.431 0.0553
H -4.530 1.021 0.834 0.1169
H -3.198 1.835 1.473 0.1098
H -3.022 0.231 3.297 0.1065
H -4.212 -0.743 2.385 0.1146
C -0.510 -0.849 4.651 -0.0971
C -0.436 0.652 4.963 -0.1363
O 0.147 0.665 6.253 0.0742
C 0.002 -0.543 6.836 -0.5933
O 0.291 -0.784 7.947 0.1747
O -0.417 -1.462 5.946 0.0728
H 0.359 -1.138 4.057 0.1250
H -1.400 -1.211 4.149 0.1120
H -1.425 1.086 4.875 0.0997
H 0.215 1.121 4.238 0.0762
C -1.835 3.727 5.063 -0.0290
C -1.012 4.610 4.125 -0.5018
C 0.044 3.703 3.498 -0.1486
C 0.777 4.290 2.308 -0.1721
C -0.254 4.744 1.272 -0.1356
C -1.393 5.601 1.799 -0.5125
N -1.897 5.052 3.047 -0.1078
O -3.047 5.693 3.515 -0.0090
C -0.971 7.083 1.912 -0.0209
C -2.521 5.545 0.758 -0.0342
C -0.409 5.748 4.936 -0.0218
H -1.186 3.244 5.798 0.0878
H -2.353 2.941 4.514 0.0724
H -2.597 4.266 5.628 0.0906
H 0.803 3.445 4.248 0.1181
H -0.448 2.775 3.207 0.0931
H 1.469 3.565 1.876 0.0955
H 1.417 5.143 2.568 0.1140
H -0.682 3.816 0.865 0.1037
H 0.293 5.191 0.436 0.1298
H -0.832 7.496 0.913 0.0810
H -1.712 7.665 2.459 0.0847
H -0.031 7.175 2.461 0.0650
H -2.255 6.034 -0.179 0.0853
H -2.851 4.524 0.554 0.0749
H -3.382 6.077 1.171 0.0815
H -1.218 6.429 5.230 0.0884
H 0.305 6.371 4.396 0.0669
H 0.027 5.445 5.891 0.0873
H -3.737 5.019 3.452 0.1084
C 0.691 -4.637 -2.801 -0.0177
C 1.818 -4.031 -3.652 -0.5224
C 1.941 -4.761 -4.988 -0.1467
C 0.925 -4.330 -6.031 -0.1852
C 1.008 -2.798 -6.228 -0.1318
C 0.824 -2.033 -4.933 -0.5090
N 1.676 -2.609 -3.896 -0.0831
O 1.652 -1.861 -2.697 -0.0341
C 1.266 -0.594 -5.159 -0.0266
C -0.653 -1.959 -4.515 -0.0186
C 3.150 -4.306 -2.939 -0.0403
H -0.253 -4.411 -3.317 0.0608
H 0.603 -4.170 -1.822 0.0808
H 0.685 -5.727 -2.804 0.0885
H 2.904 -4.557 -5.464 0.1239
H 1.890 -5.837 -4.804 0.1185
H -0.126 -4.625 -5.918 0.1084
H 1.150 -4.839 -6.977 0.1067
H 0.163 -2.624 -6.903 0.1195
H 1.922 -2.594 -6.788 0.1226
H 2.356 -0.483 -5.126 0.0937
H 0.945 -0.195 -6.120 0.0938
H 0.947 0.072 -4.353 0.0609
H -1.167 -2.879 -4.234 0.0656
H -0.686 -1.307 -3.634 0.0628
H -1.315 -1.444 -5.217 0.0938
H 3.990 -3.744 -3.355 0.0889
H 3.366 -5.372 -2.920 0.0842
H 3.101 -3.919 -1.914 0.0709
H 0.767 -1.979 -2.301 0.0410
C 6.871 -4.036 -0.714 -0.1114
O 6.662 -3.657 0.619 -0.1810
C 5.392 -3.099 0.838 -0.2408
C 5.209 -2.781 2.301 -0.1868
N 6.097 -1.706 2.738 -0.0563
C 5.650 -0.364 2.475 -0.1964
C 4.327 0.048 3.153 -0.2428
O 4.207 1.436 3.008 -0.1785
C 3.138 1.956 3.772 -0.1002
H 6.797 -3.159 -1.377 0.0890
H 6.095 -4.721 -1.079 0.0807
H 7.876 -4.441 -0.753 0.0863
H 4.614 -3.810 0.514 0.1225
H 5.281 -2.222 0.180 0.1082
H 5.538 -3.691 2.805 0.1255
H 4.159 -2.523 2.467 0.1081
H 6.343 -1.817 3.710 0.1046
H 5.602 -0.157 1.404 0.1075
H 6.357 0.365 2.881 0.1227
H 4.393 -0.209 4.219 0.1298
H 3.515 -0.500 2.669 0.0924
H 2.211 1.388 3.682 0.0665
H 3.035 3.000 3.478 0.0807
H 3.457 1.988 4.823 0.0995
C -5.505 -2.290 -4.402 -0.1047
O -6.547 -2.574 -3.492 -0.1849
C -6.850 -1.496 -2.649 -0.2397
C -5.704 -1.119 -1.738 -0.2341
N -5.283 -2.259 -0.946 -0.0341
C -4.019 -2.052 -0.266 -0.2193
C -3.603 -3.280 0.530 -0.2147
O -3.797 -4.467 -0.204 -0.1871
C -2.716 -4.801 -1.045 -0.1069
H -5.631 -2.898 -5.293 0.0865
H -4.529 -2.441 -3.933 0.0805
H -5.566 -1.237 -4.706 0.0914
H -7.712 -1.762 -2.036 0.1243
H -7.163 -0.608 -3.218 0.1204
H -6.064 -0.341 -1.053 0.1183
H -4.857 -0.674 -2.289 0.1135
H -5.124 -3.025 -1.595 0.1028
H -4.038 -1.222 0.445 0.0816
H -3.219 -1.803 -0.986 0.1063
H -4.146 -3.370 1.476 0.1243
H -2.562 -3.166 0.859 0.1024
H -2.475 -4.028 -1.788 0.0776
H -3.059 -5.672 -1.603 0.0897
H -1.818 -5.010 -0.456 0.0914
```